55
Properties=species:S:1:pos:R:3:nbo_charge:R:1 method="wB97M-V/def2-TZVPD" e_above_lowest_kcal_mol=0.0 gap_ha=0.3384 homo_energy_ev=-8.74 charge=0 energy_ha=-1646.1810 smiles="CCn1nc(C)c(CNC(=O)[C@H]2CCC(=O)N(Cc3ccc(Cl)cc3)C2)c1C" lumo_ev=0.464
C 6.0828 0.6979 -1.5901 -0.61
C 5.2294 1.4998 -0.6101 -0.21
N 4.1733 0.7001 -0.0515 -0.17
N 4.3875 0.0203 1.0773 -0.29
C 3.2804 -0.6545 1.3287 0.15
C 3.1552 -1.5383 2.5189 -0.64
C 2.3211 -0.4080 0.3234 -0.18
C 0.9310 -0.9436 0.2406 -0.25
N -0.0460 0.0411 0.6827 -0.61
C -0.8484 0.7041 -0.1713 0.70
O -0.8926 0.4637 -1.3597 -0.64
C -1.7111 1.7817 0.5029 -0.31
C -2.3475 2.6948 -0.5545 -0.41
C -3.8583 2.8321 -0.3663 -0.50
C -4.4931 1.4589 -0.3264 0.69
O -5.4310 1.1179 -1.0176 -0.63
N -3.8984 0.6389 0.5725 -0.45
C -4.3389 -0.7346 0.7244 -0.24
C -3.2788 -1.7005 0.2687 -0.06
C -2.6062 -2.5098 1.1739 -0.15
C -1.6068 -3.3677 0.7496 -0.26
C -1.2746 -3.4047 -0.5942 -0.04
Cl -0.0081 -4.4581 -1.1254 0.00
C -1.9344 -2.6048 -1.5136 -0.21
C -2.9337 -1.7574 -1.0767 -0.17
C -2.8003 1.1188 1.3700 -0.21
C 2.9376 0.4735 -0.5510 0.19
C 2.4277 1.1066 -1.7932 -0.67
H 5.4848 0.3522 -2.4296 0.20
H 6.5055 -0.1672 -1.0861 0.22
H 6.8925 1.3155 -1.9690 0.21
H 4.7916 2.3691 -1.1076 0.20
H 5.8472 1.8363 0.2257 0.22
H 2.3484 -1.2020 3.1695 0.21
H 4.0880 -1.5227 3.0746 0.24
H 2.9418 -2.5611 2.2104 0.22
H 0.6690 -1.1933 -0.7894 0.25
H 0.8342 -1.8370 0.8624 0.21
H 0.0345 0.3542 1.6374 0.39
H -1.0588 2.3553 1.1695 0.22
H -2.1585 2.2509 -1.5355 0.25
H -1.8833 3.6816 -0.5373 0.21
H -4.2966 3.3936 -1.1908 0.24
H -4.0835 3.3575 0.5655 0.21
H -5.2346 -0.8297 0.1036 0.26
H -4.6056 -0.9178 1.7714 0.19
H -2.8688 -2.4809 2.2224 0.20
H -1.0889 -4.0006 1.4537 0.23
H -1.6630 -2.6391 -2.5564 0.23
H -3.4484 -1.1244 -1.7827 0.23
H -3.1659 1.8558 2.0995 0.20
H -2.3824 0.2738 1.9214 0.22
H 1.3962 0.8100 -1.9626 0.26
H 2.4646 2.1938 -1.7160 0.22
H 3.0224 0.8082 -2.6560 0.22


154
Properties=species:S:1:pos:R:3:lowdin_charge:R:1 method="wB97M-V/def2-TZVPD" e_above_lowest_kcal_mol=0.0 gap_ha=0.3404 homo_energy_ev=-9.74 charge=0 energy_ha=-3771.9293 smiles="O=[N+]([O-])c1ccccc1.O=[N+]([O-])c1ccccc1.O=[N+]([O-])c1ccccc1.CCOC(C)=O.CCOC(C)=O.CCOC(C)=O.CCOC(C)=O.CCOC(C)=O.CCOC(C)=O.CCOC(C)=O.CCOC(C)=O" lumo_ev=-0.483
O 8.4433 0.9629 -3.8740 0.07
N 8.2656 0.5356 -2.7579 -0.35
O 9.1074 -0.1866 -2.2119 0.05
C 6.9492 0.7574 -2.1317 -0.14
C 5.9553 1.3272 -2.9481 -0.01
C 4.7102 1.4029 -2.4230 -0.08
C 4.3802 0.9137 -1.1745 -0.07
C 5.3936 0.4161 -0.3732 -0.08
C 6.7284 0.3459 -0.8056 0.00
H 6.0642 1.5726 -3.9790 0.11
H 3.9209 1.9106 -3.0350 0.11
H 3.3245 0.9154 -0.8719 0.10
H 5.1573 0.1539 0.6620 0.11
H 7.5069 -0.1798 -0.1587 0.15
O 1.9326 1.4960 -4.0456 0.06
N 1.1324 0.6913 -3.6217 -0.31
O 0.8844 0.5015 -2.4394 0.07
C 0.2796 -0.0525 -4.5869 -0.13
C 0.4396 0.1271 -5.9183 -0.03
C -0.3247 -0.6843 -6.7667 -0.05
C -1.2154 -1.6040 -6.2442 -0.08
C -1.3591 -1.8682 -4.9108 -0.05
C -0.5850 -1.0651 -4.0836 0.02
H 1.0734 0.8573 -6.3827 0.12
H -0.1578 -0.5229 -7.8582 0.12
H -1.7193 -2.2832 -6.8625 0.09
H -1.8606 -2.7026 -4.4500 0.09
H -0.5345 -1.2287 -3.0139 0.08
O -2.7671 2.3936 6.4901 0.04
N -1.6866 1.8472 6.7134 -0.36
O -1.4708 1.2316 7.7168 0.10
C -0.7411 1.8149 5.5813 -0.14
C -0.7209 2.9752 4.7149 0.02
C 0.2323 3.0366 3.7374 -0.08
C 1.1123 1.9589 3.5071 -0.07
C 1.0496 0.8422 4.3115 -0.06
C 0.1686 0.7998 5.4224 -0.01
H -1.4331 3.8112 4.7904 0.12
H 0.2303 3.8584 3.0783 0.08
H 1.8275 2.0074 2.6857 0.09
H 1.7553 0.0324 4.0942 0.11
H 0.2437 -0.0107 6.1967 0.13
C -2.1093 2.9716 1.4122 -0.04
C -2.3761 4.4941 1.6480 -0.17
O -3.0227 4.7177 2.9146 -0.04
C -4.3726 4.8370 2.8766 -0.54
C -4.8615 5.1601 4.2274 0.01
O -5.0720 4.6457 1.9006 0.10
H -2.9410 2.4330 1.8310 0.08
H -1.1951 2.5357 1.8326 0.04
H -2.0895 2.8579 0.3531 0.04
H -1.4272 4.9919 1.8022 0.11
H -2.9998 4.8653 0.8649 0.07
H -4.3432 4.4806 4.9897 0.11
H -5.9380 5.0211 4.3454 0.09
H -4.7515 6.2014 4.5192 0.09
C -3.2623 4.8174 -1.5848 -0.07
C -3.7635 4.4289 -2.9677 -0.20
O -4.2791 3.0555 -3.0003 -0.01
C -3.2913 2.1043 -3.1157 -0.50
C -3.9082 0.7083 -3.2041 0.05
O -2.1268 2.3542 -3.2891 0.09
H -4.0846 4.7232 -0.8721 0.08
H -2.9684 5.8962 -1.6140 0.11
H -2.4520 4.1743 -1.2817 0.04
H -4.5891 5.0455 -3.3188 0.12
H -2.9875 4.5667 -3.6857 0.10
H -3.7731 0.5599 -4.2351 0.07
H -4.9188 0.7508 -2.9527 0.06
H -3.2916 -0.0065 -2.6019 0.10
C -0.0515 -4.7051 -2.7220 -0.06
C -0.0382 -3.7924 -1.5606 -0.16
O -1.2474 -3.8952 -0.6840 -0.02
C -2.3927 -3.4170 -1.1992 -0.56
C -3.5076 -3.6334 -0.3004 0.02
O -2.4232 -2.8638 -2.2889 0.06
H -0.0028 -5.7661 -2.5004 0.08
H 0.8613 -4.5241 -3.2419 0.07
H -0.8967 -4.5212 -3.4174 0.08
H 0.7870 -4.0212 -0.8358 0.13
H -0.0604 -2.7624 -1.9157 0.09
H -4.4503 -3.2639 -0.6912 0.10
H -3.3098 -3.1196 0.6622 0.09
H -3.6447 -4.6976 -0.1960 0.09
C 0.0201 -3.2644 4.8429 -0.05
C 0.7089 -4.1235 3.8572 -0.21
O -0.2607 -5.0609 3.3433 0.00
C 0.0921 -5.7014 2.2225 -0.57
C -0.9164 -6.7564 1.8997 0.03
O 1.0131 -5.4517 1.5363 0.13
H -0.7465 -2.7416 4.3163 0.05
H 0.6756 -2.4876 5.2715 0.09
H -0.4429 -3.8621 5.5528 0.06
H 1.0654 -3.5382 3.0153 0.10
H 1.5539 -4.6704 4.2665 0.13
H -0.7714 -7.2417 0.9433 0.09
H -1.9205 -6.3121 1.8599 0.08
H -0.9831 -7.4752 2.7083 0.09
C 0.2273 5.2795 -2.0721 -0.06
C 0.5628 3.8423 -2.0645 -0.17
O 1.8703 3.5225 -1.3443 -0.02
C 1.7870 3.6844 -0.0093 -0.50
C 3.1598 3.4769 0.5945 0.02
O 0.7238 3.8061 0.5889 0.06
H -0.5625 5.4542 -2.7586 0.06
H 0.9894 5.8879 -2.5347 0.09
H -0.0069 5.6487 -1.0862 0.08
H -0.1515 3.2320 -1.5289 0.10
H 0.7058 3.4541 -3.0436 0.09
H 3.8813 3.8638 -0.1473 0.10
H 3.3652 2.4379 0.8828 0.06
H 3.2850 4.0090 1.5258 0.08
C -5.1862 0.3309 5.2174 -0.07
C -3.8997 -0.2695 4.6952 -0.20
O -4.0181 -1.7254 4.7265 -0.02
C -3.4228 -2.4207 3.7321 -0.51
C -3.9890 -3.8086 3.6656 0.03
O -2.6658 -1.9267 2.9014 0.06
H -6.1057 0.1394 4.6884 0.07
H -5.0772 1.4350 5.2957 0.08
H -5.3293 -0.0700 6.2560 0.10
H -3.6134 0.0209 3.6724 0.12
H -3.0447 0.0220 5.3685 0.12
H -3.4065 -4.4126 2.9348 0.09
H -5.0096 -3.7021 3.3628 0.09
H -4.0910 -4.2316 4.6384 0.08
C 3.9791 -1.0553 -5.1728 -0.05
C 4.1317 -2.6234 -5.1162 -0.14
O 5.1468 -2.9583 -4.0756 -0.01
C 4.6399 -2.9298 -2.8362 -0.55
C 5.7079 -2.9679 -1.7523 0.03
O 3.5015 -2.6754 -2.5700 0.07
H 4.9770 -0.5858 -5.1728 0.08
H 3.4254 -0.7985 -4.2924 0.03
H 3.3582 -0.6358 -6.0074 0.08
H 3.2028 -3.1415 -4.9082 0.11
H 4.6744 -2.9721 -6.0102 0.12
H 6.0250 -4.0244 -1.4471 0.11
H 5.3041 -2.4043 -0.8695 0.07
H 6.6327 -2.5092 -2.1650 0.09
C -1.2938 -0.3500 0.1078 -0.02
C -0.2322 -0.1908 1.2569 -0.16
O 0.7421 -1.2578 1.0109 -0.04
C 2.0639 -0.9943 0.8812 -0.48
C 2.9200 -2.2497 0.6762 0.04
O 2.4358 0.1044 1.2128 0.05
H -1.6232 -1.3749 0.2270 0.04
H -0.7145 -0.2956 -0.8591 0.08
H -2.1468 0.3197 0.2173 0.07
H 0.2780 0.8069 1.2601 0.10
H -0.6182 -0.4229 2.2571 0.11
H 3.8448 -2.0525 1.1697 0.07
H 3.1037 -2.4269 -0.4556 0.09
H 2.3494 -3.1435 0.9640 0.07


147
Properties=species:S:1:pos:R:3:lowdin_charge:R:1 method="wB97M-V/def2-TZVPD" gap_ha=0.2942 homo_energy_ev=-10.50 charge=+1 energy_ha=-2687.6219 lumo_ev=-2.495
C 1.2667 -0.8975 1.1668 0.02
C 1.1255 -1.4127 -0.3027 -0.47
O 0.2661 -2.2382 -0.5405 0.08
O 1.9566 -1.0109 -1.3375 -0.02
C 1.2195 -0.3926 -2.4071 -0.19
C 1.9844 0.7503 -3.1672 -0.15
C 1.7691 2.1866 -2.5576 -0.19
C 1.9387 2.3039 -0.9936 -0.17
C 0.9411 3.3566 -0.3448 -0.17
C 0.1129 2.7813 0.8927 -0.17
C -1.3261 3.4407 0.9077 -0.17
C -2.5108 2.4017 0.9440 -0.12
C -2.8512 1.7078 -0.4303 -0.38
C -2.6617 2.6130 -1.7027 -0.13
C -3.4597 3.9669 -1.6772 -0.18
C -3.9135 4.4236 -3.1371 -0.14
C -2.6260 4.4863 -4.0356 -0.22
C -2.6348 3.9160 -5.3766 -0.04
C -1.4184 3.9424 -6.1993 -0.07
C -0.2050 4.5385 -5.6570 -0.09
C -0.2069 5.1391 -4.3313 -0.08
C -1.4095 5.1236 -3.5110 -0.05
C -4.3811 1.2215 -0.4297 -0.11
C -4.7242 0.2904 -1.6723 -0.14
C -3.7309 -0.9244 -1.7247 -0.12
N -2.2989 -0.4966 -1.6445 0.05
C -1.9960 0.3694 -0.4698 -0.09
H 0.2757 -0.6359 1.6224 0.08
H 1.7848 -1.6456 1.8284 0.11
H 1.8891 0.0389 1.2380 0.08
H 0.2272 0.0315 -2.1059 0.09
H 1.0022 -1.2011 -3.1621 0.14
H 3.0655 0.4957 -3.3352 0.13
H 1.5282 0.7736 -4.2008 0.12
H 0.7540 2.5596 -2.8898 0.09
H 2.5034 2.8661 -3.0787 0.12
H 1.8280 1.3482 -0.4281 0.07
H 2.9938 2.6603 -0.8174 0.12
H 0.3021 3.7549 -1.1733 0.07
H 1.5647 4.2160 0.0333 0.12
H 0.1163 1.6660 0.9577 0.07
H 0.6691 3.1444 1.8043 0.11
H -1.3642 4.1865 0.0800 0.09
H -1.4048 4.0397 1.8611 0.11
H -3.4280 2.9540 1.2864 0.13
H -2.2775 1.6207 1.7118 0.12
H -1.5555 2.8272 -1.7930 0.10
H -2.9161 2.0487 -2.6482 0.11
H -2.8559 4.8292 -1.2812 0.10
H -4.3876 3.9386 -1.0497 0.11
H -4.4769 5.3934 -3.1128 0.12
H -4.5682 3.6152 -3.5635 0.11
H -3.5675 3.4511 -5.7763 0.11
H -1.4334 3.4933 -7.2171 0.10
H 0.7465 4.5675 -6.2305 0.10
H 0.7020 5.6187 -3.8958 0.10
H -1.3801 5.5953 -2.5056 0.10
H -5.1013 2.0721 -0.3833 0.12
H -4.5691 0.5909 0.4875 0.13
H -5.7633 -0.1332 -1.6101 0.13
H -4.6629 0.8201 -2.6567 0.11
H -4.0104 -1.6201 -0.8844 0.15
H -3.8212 -1.5367 -2.6627 0.13
H -1.9383 -0.0740 -2.5108 0.18
H -1.7473 -1.3678 -1.5181 0.16
H -0.8955 0.5421 -0.4114 0.11
H -2.3107 -0.2100 0.4450 0.16
C -5.1137 -4.8221 -2.2004 -0.09
O -5.6131 -3.5319 -2.5402 -0.22
C -5.7686 -3.3627 -3.9475 -0.20
C -7.2201 -3.5223 -4.3708 -0.20
O -7.6702 -4.8555 -4.1787 -0.18
C -8.4537 -5.0055 -3.0027 -0.10
H -5.2512 -4.9662 -1.1285 0.09
H -5.6429 -5.6176 -2.7274 0.09
H -4.0442 -4.8781 -2.4290 0.08
H -5.1238 -4.0559 -4.4960 0.11
H -5.4439 -2.3426 -4.1845 0.11
H -7.2984 -3.3095 -5.4415 0.13
H -7.8631 -2.8128 -3.8400 0.13
H -9.4520 -4.5883 -3.1651 0.09
H -7.9900 -4.5222 -2.1393 0.08
H -8.5494 -6.0709 -2.7939 0.09
C 1.6864 3.1352 7.8969 -0.11
O 0.3501 3.5313 7.6215 -0.19
C 0.2623 4.3931 6.4952 -0.20
C -0.1941 3.6380 5.2578 -0.20
O 0.7855 2.6907 4.8407 -0.21
C 0.4617 1.3670 5.2369 -0.11
H 1.6568 2.3024 8.5992 0.09
H 2.2093 2.8092 6.9954 0.07
H 2.2310 3.9659 8.3587 0.09
H 1.2169 4.8973 6.3139 0.13
H -0.4813 5.1593 6.7361 0.13
H -0.3196 4.3519 4.4365 0.11
H -1.1598 3.1514 5.4293 0.13
H -0.3368 0.9715 4.5979 0.08
H 0.1514 1.3191 6.2829 0.09
H 1.3510 0.7484 5.1104 0.09
C 6.4741 -1.2052 5.9300 -0.11
O 7.0066 -0.0628 6.5805 -0.19
C 6.2677 1.1205 6.2968 -0.20
C 5.3366 1.4822 7.4424 -0.20
O 4.3022 0.5116 7.5957 -0.21
C 4.5586 -0.3875 8.6648 -0.11
H 6.9270 -2.0908 6.3769 0.09
H 5.3901 -1.2730 6.0465 0.08
H 6.7288 -1.1788 4.8644 0.08
H 5.7132 1.0171 5.3589 0.12
H 6.9960 1.9268 6.1680 0.13
H 4.8494 2.4350 7.2106 0.12
H 5.8934 1.6093 8.3760 0.13
H 4.3710 0.1090 9.6221 0.09
H 5.5833 -0.7654 8.6424 0.09
H 3.8751 -1.2317 8.5686 0.09
C -1.6723 -7.8815 -3.2941 -0.10
O -3.0189 -7.5213 -3.5671 -0.20
C -3.1391 -6.6854 -4.7116 -0.21
C -3.5950 -7.4727 -5.9298 -0.20
O -2.6055 -8.4049 -6.3448 -0.19
C -2.8935 -9.7310 -5.9243 -0.11
H -1.6807 -8.6994 -2.5736 0.09
H -1.1496 -8.2153 -4.1925 0.09
H -1.1410 -7.0302 -2.8541 0.09
H -2.1976 -6.1631 -4.9135 0.13
H -3.8969 -5.9323 -4.4766 0.08
H -3.7461 -6.7764 -6.7610 0.13
H -4.5477 -7.9754 -5.7360 0.13
H -3.6910 -10.1529 -6.5435 0.09
H -3.1860 -9.7707 -4.8723 0.08
H -1.9930 -10.3309 -6.0570 0.09
C 9.1266 1.2048 3.3067 -0.10
O 7.7906 1.6038 3.0310 -0.21
C 7.7018 2.4678 1.9041 -0.20
C 7.2368 1.7187 0.6653 -0.21
O 8.2046 0.7688 0.2369 -0.19
C 7.8783 -0.5562 0.6264 -0.11
H 9.0922 0.3714 4.0091 0.09
H 9.6491 0.8788 2.4050 0.09
H 9.6736 2.0327 3.7697 0.09
H 8.6572 2.9695 1.7220 0.13
H 6.9608 3.2358 2.1489 0.12
H 7.1110 2.4364 -0.1518 0.12
H 6.2691 1.2365 0.8407 0.12
H 7.0737 -0.9434 -0.0076 0.09
H 7.5770 -0.6101 1.6756 0.08
H 8.7632 -1.1774 0.4873 0.09


72
Properties=species:S:1:pos:R:3:lowdin_charge:R:1 method="wB97M-V/def2-TZVPD" e_above_lowest_kcal_mol=20.6 gap_ha="0.2232 / 0.2233" homo_energy_ev="-7.61 / -7.61" charge=0 energy_ha=-12040.1744 lumo_ev="-1.540 / -1.539"
W -0.0832 -0.4521 -0.3755 0.55
Se -5.3441 0.3623 2.7446 0.01
Sb -4.2563 -1.4312 1.6747 0.06
Se 0.9863 0.0700 1.5530 0.33
Se -1.8783 -1.7369 1.0036 -0.06
Se -5.2127 -3.5539 1.4269 -0.05
O 1.8870 -0.4696 -1.4175 -0.76
S 3.0110 -1.3462 -0.8290 0.92
C 4.2730 -0.1624 -0.3896 -0.38
C 4.1182 1.1820 -0.6767 -0.07
C 5.1164 2.0670 -0.2921 -0.06
C 6.2438 1.6024 0.3679 -0.07
C 6.3811 0.2501 0.6533 -0.07
C 5.3896 -0.6422 0.2810 -0.07
C 3.7627 -2.0709 -2.2631 -0.39
C 3.9628 -3.4408 -2.2398 -0.09
C 4.5423 -4.0508 -3.3459 -0.06
C 4.8876 -3.2905 -4.4509 -0.07
C 4.6642 -1.9165 -4.4636 -0.06
C 4.1021 -1.2958 -3.3641 -0.06
H 3.2272 1.5266 -1.1789 0.09
H 5.0056 3.1225 -0.5029 0.11
H 7.0167 2.2963 0.6708 0.11
H 7.2576 -0.1082 1.1763 0.11
H 5.4813 -1.6966 0.5131 0.12
H 3.6491 -4.0216 -1.3819 0.11
H 4.7055 -5.1199 -3.3468 0.11
H 5.3299 -3.7695 -5.3144 0.11
H 4.9339 -1.3322 -5.3333 0.11
H 3.9284 -0.2270 -3.3526 0.12
C -1.9459 1.9120 1.9944 -0.25
Si -1.3967 1.8420 0.1993 0.62
C -2.9850 2.1964 -0.8662 -0.60
C -3.8942 0.9629 -0.9278 -0.14
C -2.7146 2.6669 -2.3012 -0.08
C -3.8449 3.2730 -0.1711 -0.09
C -0.1249 3.3168 0.0022 -0.63
C 0.8395 3.4063 1.1889 -0.14
C -0.8929 4.6481 -0.0163 -0.10
C 0.7087 3.2447 -1.2753 -0.11
H -2.1346 2.9500 2.2869 0.04
H -1.1837 1.5019 2.6575 -0.01
H -2.8687 1.3616 2.1666 -0.08
H -3.3871 0.0467 -1.2282 0.02
H -4.7113 1.1478 -1.6350 0.10
H -4.3599 0.8079 0.0424 -0.03
H -2.2645 1.8929 -2.9216 0.05
H -2.0728 3.5465 -2.3462 0.06
H -3.6661 2.9376 -2.7723 0.09
H -4.0976 2.9886 0.8513 0.06
H -4.7877 3.3620 -0.7217 0.09
H -3.3858 4.2592 -0.1537 0.06
H 0.3289 3.3344 2.1508 0.07
H 1.3492 4.3763 1.1565 0.09
H 1.6123 2.6403 1.1544 0.01
H -1.4975 4.7870 0.8818 0.08
H -1.5419 4.7489 -0.8837 0.06
H -0.1688 5.4696 -0.0523 0.09
H 1.2894 2.3227 -1.3127 0.03
H 1.4114 4.0871 -1.3053 0.09
H 0.0907 3.2975 -2.1721 0.06
I 0.1438 -3.1879 -1.1840 0.32
C -1.2946 -0.4791 -2.1612 -0.44
C -2.0027 -0.8835 -3.2958 -0.08
C -1.5739 -0.4114 -4.5144 -0.04
C -0.4631 0.4421 -4.6029 -0.04
C 0.1891 0.8092 -3.4558 -0.11
N -0.2776 0.3451 -2.2859 -0.17
H -2.8398 -1.5626 -3.2105 0.12
H -2.0815 -0.7120 -5.4223 0.11
H -0.1155 0.8000 -5.5611 0.11
H 1.0605 1.4456 -3.4358 0.12


10
Properties=species:S:1:pos:R:3:nbo_charge:R:1 method="wB97M-V/def2-TZVPD" e_above_lowest_kcal_mol=89.7 gap_ha=0.3482 homo_energy_ev=-10.14 charge=0 energy_ha=-607.2639 lumo_ev=-0.670
C 0.5305 -1.2981 -1.0627 -0.40
C -0.4746 -0.4854 -1.1207 -0.37
N -1.4141 1.1406 1.0406 -0.76
O 0.8870 1.5361 2.2497 -0.92
S -0.4505 2.1320 1.3534 1.20
H 1.6613 -0.9644 -1.1367 0.19
H 0.3966 -2.3050 -1.0533 0.19
H -1.5242 -0.9382 -1.2551 0.19
H -0.5846 0.5668 -0.9866 0.20
H 0.9725 0.6157 1.9713 0.49


14
Properties=species:S:1:pos:R:3:nbo_charge:R:1 method="wB97M-V/def2-TZVPD" e_above_lowest_kcal_mol=21.1 gap_ha=0.3691 homo_energy_ev=-9.45 charge=0 energy_ha=-680.9485 lumo_ev=0.591
H 3.6558 -1.1397 -0.0284 0.33
N 3.4626 -0.1828 -0.0149 -0.67
C 2.2872 0.2605 0.0230 0.29
N 1.0718 -0.4421 0.0753 -0.64
C -0.1167 0.2642 -0.0264 0.28
N -0.1268 1.5395 -0.0258 -0.72
H -1.0825 1.8788 -0.1501 0.35
S -1.4557 -0.8487 -0.0567 0.23
C -2.8486 0.3117 0.0577 -0.75
H 2.2056 1.3416 0.0115 0.20
H 1.0970 -1.4186 0.1107 0.40
H -2.7064 0.8796 0.9769 0.23
H -2.9407 0.9693 -0.7966 0.23
H -3.7221 -0.3525 0.2146 0.25